Record 1
{
  "formula": "C5H20O5",
  "method": "ωB97M-V/def2-TZVPD",
  "homo_energy_ev": -9.78,
  "charge": 0,
  "smiles": "CO.CO.CO.CO.CO",
  "orbital_gap_ha": 0.3809,
  "relative_energy_kcal_mol": 42.5,
  "species": ["C", "O", "H", "H", "H", "H", "C", "O", "H", "H", "H", "H", "C", "O", "H", "H", "H", "H", "C", "O", "H", "H", "H", "H", "C", "O", "H", "H", "H", "H"],
  "positions_angstrom": [[9.575, 4.481, 13.935], [10.806, 4.079, 13.358], [8.799, 3.721, 13.826], [9.727, 4.649, 15.000], [9.250, 5.429, 13.499], [10.644, 3.909, 12.413], [11.297, 3.387, 9.989], [10.120, 3.090, 10.749], [11.608, 2.558, 9.348], [11.212, 4.271, 9.354], [12.094, 3.560, 10.716], [9.357, 3.409, 10.254], [13.021, 6.481, 14.899], [12.611, 6.415, 13.545], [12.176, 6.419, 15.593], [13.788, 5.750, 15.160], [13.427, 7.487, 15.034], [12.147, 5.572, 13.409], [12.477, 3.481, 16.594], [12.964, 2.677, 17.684], [11.633, 2.934, 16.159], [12.087, 4.428, 16.967], [13.238, 3.620, 15.831], [13.858, 2.409, 17.466], [9.227, 5.594, 18.043], [9.734, 6.905, 17.868], [8.923, 5.072, 17.139], [10.031, 4.977, 18.463], [8.379, 5.573, 18.734], [10.055, 7.213, 18.716]],
  "lowdin_charge": [-0.13, -0.15, 0.08, 0.06, 0.09, 0.04, -0.13, -0.13, 0.08, 0.08, 0.08, 0.09, -0.17, -0.13, 0.07, 0.06, 0.08, 0.03, -0.15, -0.13, 0.08, 0.06, 0.07, 0.06, -0.17, -0.12, 0.06, 0.07, 0.08, 0.07]
}

=====

Record 2
{
  "formula": "C8H20LiNO7Sr2",
  "method": "ωB97M-V/def2-TZVPD",
  "homo_energy_ev": -15.49,
  "charge": 4,
  "orbital_gap_ha": 0.0704,
  "relative_energy_kcal_mol": 110.3,
  "species": ["Sr", "Sr", "Li", "N", "O", "O", "O", "C", "O", "C", "C", "O", "C", "H", "H", "H", "H", "H", "H", "H", "H", "H", "H", "C", "O", "C", "C", "O", "C", "H", "H", "H", "H", "H", "H", "H", "H", "H", "H"],
  "positions_angstrom": [[-1.256, 4.925, 5.944], [-6.669, 7.558, -0.151], [-0.097, 0.790, -4.654], [-1.556, 3.640, -0.127], [-1.356, 2.863, -1.059], [-0.964, 3.480, 0.936], [-2.343, 4.501, -0.285], [2.579, -2.038, -5.698], [2.647, -0.774, -5.099], [4.037, -0.249, -4.868], [4.011, 1.121, -4.223], [2.898, 1.841, -4.686], [3.098, 3.170, -5.065], [3.164, -2.716, -5.076], [2.887, -2.088, -6.742], [1.515, -2.270, -5.741], [4.602, -0.176, -5.798], [4.485, -0.996, -4.212], [4.956, 1.593, -4.490], [4.093, 1.202, -3.139], [3.893, 3.238, -5.808], [3.388, 3.835, -4.252], [2.176, 3.553, -5.502], [-2.765, -4.153, 4.568], [-2.628, -3.040, 3.673], [-3.459, -1.903, 3.950], [-3.289, -1.351, 5.404], [-2.035, -0.557, 5.575], [-0.845, -1.242, 5.820], [-2.294, -3.957, 5.531], [-2.381, -5.042, 4.066], [-3.798, -4.467, 4.721], [-4.505, -2.150, 3.769], [-3.272, -1.085, 3.254], [-3.296, -2.134, 6.163], [-4.112, -0.670, 5.621], [-0.304, -1.428, 4.893], [-0.895, -2.232, 6.272], [-0.310, -0.593, 6.515]],
  "lowdin_charge": [1.90, 1.88, 0.93, -0.71, 0.00, -0.04, -0.03, -0.12, -0.24, -0.11, -0.21, -0.21, -0.11, 0.10, 0.10, 0.08, 0.13, 0.13, 0.13, 0.13, 0.10, 0.09, 0.09, -0.09, -0.19, -0.18, -0.14, -0.23, -0.14, 0.07, 0.10, 0.09, 0.12, 0.12, 0.11, 0.11, 0.09, 0.09, 0.08]
}

=====

Record 3
{
  "formula": "C17H15BrN2",
  "method": "ωB97M-V/def2-TZVPD",
  "homo_energy_ev": -8.57,
  "charge": 0,
  "smiles": "Cc1cc2nc(CBr)c(-c3ccccc3)nc2cc1C",
  "orbital_gap_ha": 0.3014,
  "relative_energy_kcal_mol": 32.9,
  "species": ["Br", "N", "N", "C", "C", "C", "C", "C", "C", "C", "C", "C", "C", "C", "C", "C", "C", "C", "C", "C", "H", "H", "H", "H", "H", "H", "H", "H", "H", "H", "H", "H", "H", "H", "H"],
  "positions_angstrom": [[-0.483, -3.842, -0.667], [0.565, 0.441, 1.474], [-0.098, -0.431, -1.107], [-0.243, -0.575, 1.431], [-0.567, -1.016, 0.010], [-2.321, -1.626, 5.006], [-2.098, -0.311, 4.604], [-1.767, -2.642, 4.270], [-1.404, 0.010, 3.414], [-1.147, -2.361, 3.054], [-0.930, -0.996, 2.608], [2.572, 2.701, -0.544], [2.319, 2.208, -1.837], [2.001, 2.047, 0.565], [1.428, 1.100, -1.995], [1.223, 0.905, 0.382], [0.850, 0.515, -0.910], [3.227, 4.021, -0.161], [2.865, 2.851, -3.075], [-1.487, -2.146, -0.260], [-2.855, -1.906, 5.927], [-2.373, 0.536, 5.187], [-2.112, -3.637, 4.554], [-1.100, 1.015, 3.261], [-0.837, -3.122, 2.337], [2.217, 2.615, 1.477], [1.188, 0.709, -2.985], [2.676, 4.438, 0.735], [4.260, 3.827, -0.120], [3.080, 4.756, -0.984], [2.824, 3.959, -2.914], [2.482, 2.531, -4.014], [3.872, 2.571, -3.283], [-2.218, -2.225, 0.507], [-2.124, -1.888, -1.020]],
  "lowdin_charge": [0.59, 0.17, 0.18, -0.16, -0.24, -0.10, -0.06, -0.10, -0.02, 0.00, -0.18, -0.22, -0.20, 0.03, 0.04, -0.20, -0.25, -0.04, -0.05, -0.50, 0.11, 0.09, 0.11, 0.10, 0.09, 0.12, 0.13, 0.10, 0.07, 0.08, 0.09, 0.07, 0.07, 0.05, 0.04]
}

=====

Record 4
{
  "formula": "C3H4N2",
  "method": "ωB97M-V/def2-TZVPD",
  "homo_energy_ev": -10.07,
  "charge": 0,
  "smiles": "N#C[C@H]1CN1",
  "orbital_gap_ha": 0.4030,
  "relative_energy_kcal_mol": 52.7,
  "species": ["N", "C", "C", "C", "N", "H", "H", "H", "H"],
  "positions_angstrom": [[-0.860, -2.453, -0.586], [-0.308, -1.541, -0.133], [0.341, -0.372, 0.415], [0.293, 0.955, -0.297], [-0.497, 0.733, 0.889], [1.403, -0.367, 0.550], [1.129, 1.630, -0.094], [-0.058, 0.889, -1.312], [-1.444, 0.526, 0.569]],
  "lowdin_charge": [0.15, -0.18, -0.31, -0.16, 0.04, 0.13, 0.11, 0.11, 0.11]
}

=====

Record 5
{
  "formula": "C4H11NO",
  "method": "ωB97M-V/def2-TZVPD",
  "homo_energy_ev": -7.52,
  "charge": 0,
  "orbital_gap_ha": 0.1596,
  "relative_energy_kcal_mol": 195.2,
  "species": ["C", "C", "C", "C", "N", "H", "H", "H", "H", "H", "H", "H", "H", "H", "H", "H", "O"],
  "positions_angstrom": [[-1.466, -0.998, -1.303], [-0.958, 0.215, -0.593], [-0.825, 0.289, 0.761], [-1.515, -0.563, 1.629], [0.120, 1.133, 1.435], [-1.363, -1.870, -0.602], [-0.973, -1.362, -2.189], [-2.622, -1.067, -1.649], [-0.387, 0.984, -1.141], [1.566, -1.321, -1.329], [-2.246, -1.274, 1.377], [-1.006, -0.869, 2.579], [0.836, 1.271, 0.833], [0.475, 0.606, 2.182], [3.461, -0.163, -1.945], [2.394, -0.095, -1.022], [3.452, 0.447, -1.262]],
  "lowdin_charge": [-0.15, -0.02, -0.40, 0.15, 0.12, 0.08, 0.05, 0.13, 0.12, 0.05, 0.05, 0.10, 0.03, 0.07, -0.11, -0.01, -0.27]
}

=====

Record 6
{
  "formula": "C5H5NO4S",
  "method": "ωB97M-V/def2-TZVPD",
  "homo_energy_ev": -9.65,
  "charge": 0,
  "orbital_gap_ha": 0.3239,
  "relative_energy_kcal_mol": 5.6,
  "species": ["C", "C", "C", "C", "C", "N", "O", "O", "O", "O", "S", "H", "H", "H", "H", "H"],
  "positions_angstrom": [[-1.205, 0.232, 1.646], [-0.158, 1.298, 1.963], [0.614, -0.754, -0.796], [0.322, -1.142, 0.613], [-0.138, 0.733, -2.475], [-0.920, -0.842, 1.118], [-0.345, 2.390, 2.417], [1.349, -1.311, -1.576], [0.910, -2.235, 1.045], [-0.196, 0.287, -1.155], [1.385, 0.703, 1.450], [-2.220, 0.448, 1.837], [0.385, 1.693, -2.441], [-1.144, 0.784, -2.779], [0.356, -0.170, -2.868], [1.005, -2.114, 2.000]],
  "lowdin_charge": [-0.07, -0.77, -0.47, -0.48, -0.02, 0.13, 0.03, 0.14, 0.11, -0.09, 0.95, 0.12, 0.11, 0.08, 0.10, 0.13]
}

=====

Record 7
{
  "formula": "C10H30N4O14",
  "method": "ωB97M-V/def2-TZVPD",
  "homo_energy_ev": -9.92,
  "charge": 0,
  "smiles": "C[N+](=O)[O-].C[N+](=O)[O-].C[N+](=O)[O-].C[N+](=O)[O-].COC(=O)OC.CO.CO.CO",
  "orbital_gap_ha": 0.3620,
  "species": ["C", "O", "H", "H", "H", "H", "C", "O", "H", "H", "H", "H", "C", "O", "H", "H", "H", "H", "C", "N", "O", "O", "H", "H", "H", "C", "N", "O", "O", "H", "H", "H", "C", "N", "O", "O", "H", "H", "H", "C", "N", "O", "O", "H", "H", "H", "C", "O", "C", "O", "O", "C", "H", "H", "H", "H", "H", "H"],
  "positions_angstrom": [[0.401, 0.448, -0.642], [1.248, -0.453, -1.304], [-0.378, 0.768, -1.336], [-0.068, -0.027, 0.228], [0.902, 1.365, -0.316], [2.149, -0.455, -0.952], [3.929, 2.455, 2.003], [3.082, 1.318, 1.866], [3.385, 3.342, 2.342], [4.731, 2.268, 2.724], [4.382, 2.668, 1.040], [2.810, 0.996, 2.729], [5.148, -0.923, -0.071], [3.799, -0.512, -0.135], [5.259, -1.830, -0.662], [5.787, -0.182, -0.574], [5.548, -1.082, 0.933], [3.645, 0.177, 0.535], [-1.202, -2.069, -2.850], [-0.410, -1.172, -3.723], [-0.915, -0.101, -4.022], [0.669, -1.555, -4.088], [-2.171, -2.213, -3.320], [-1.376, -1.534, -1.917], [-0.664, -2.988, -2.675], [-0.415, 2.878, 2.627], [-1.066, 3.578, 1.489], [-1.707, 4.577, 1.716], [-0.972, 3.029, 0.409], [-0.627, 3.390, 3.557], [0.656, 2.866, 2.434], [-0.802, 1.865, 2.621], [-3.545, 2.296, -1.519], [-3.713, 1.528, -0.266], [-2.862, 0.708, 0.015], [-4.697, 1.767, 0.404], [-3.457, 3.344, -1.248], [-4.405, 2.116, -2.155], [-2.639, 1.973, -2.020], [3.220, 0.862, -3.751], [4.649, 0.486, -3.642], [5.477, 1.364, -3.785], [4.890, -0.673, -3.382], [2.978, 1.326, -2.795], [2.624, -0.033, -3.851], [3.152, 1.600, -4.541], [-5.125, -5.160, 3.268], [-3.868, -4.535, 3.048], [-3.909, -3.247, 2.743], [-4.912, -2.607, 2.582], [-2.663, -2.797, 2.679], [-2.452, -1.539, 2.026], [-5.647, -5.288, 2.318], [-5.756, -4.572, 3.932], [-4.905, -6.131, 3.697], [-3.390, -1.005, 1.902], [-2.032, -1.725, 1.039], [-1.771, -0.955, 2.637]],
  "lowdin_charge": [-0.17, -0.13, 0.06, 0.07, 0.07, 0.03, -0.12, -0.14, 0.08, 0.09, 0.09, 0.10, -0.14, -0.15, 0.08, 0.08, 0.08, 0.04, 0.05, -0.45, 0.04, 0.07, 0.10, 0.08, 0.10, 0.06, -0.43, 0.09, 0.05, 0.10, 0.08, 0.10, 0.05, -0.43, 0.04, 0.08, 0.10, 0.10, 0.09, 0.05, -0.45, 0.05, 0.06, 0.10, 0.07, 0.10, -0.04, 0.01, -0.63, 0.13, 0.01, -0.04, 0.10, 0.10, 0.09, 0.08, 0.08, 0.09]
}

=====

Record 8
{
  "formula": "C25H24BBrCrF6N3O8S4",
  "method": "ωB97M-V/def2-TZVPD",
  "homo_energy_ev": [-5.82, -6.84],
  "charge": -1,
  "orbital_gap_ha": [0.2877, 0.3250],
  "spin_multiplicity": 5,
  "relative_energy_kcal_mol": 22.2,
  "species": ["Cr", "F", "C", "F", "F", "S", "O", "O", "N", "S", "O", "O", "C", "F", "F", "F", "O", "S", "C", "C", "C", "C", "S", "O", "C", "C", "C", "C", "C", "C", "C", "C", "C", "C", "C", "C", "H", "H", "H", "H", "H", "H", "H", "H", "H", "H", "H", "H", "H", "H", "H", "H", "H", "H", "B", "C", "N", "H", "H", "H", "Br", "C", "C", "N", "C", "C", "C", "C", "O", "O", "H", "H", "H"],
  "positions_angstrom": [[-0.330, 0.879, 0.336], [2.181, 2.834, 1.393], [2.756, 2.044, 2.299], [3.195, 2.799, 3.308], [3.807, 1.451, 1.731], [1.587, 0.753, 2.920], [1.155, 0.104, 1.694], [2.390, -0.031, 3.799], [0.492, 1.532, 3.712], [-0.808, 2.218, 3.144], [-0.764, 2.397, 1.686], [-2.033, 1.977, 3.812], [-0.416, 3.943, 3.687], [-0.219, 3.984, 5.006], [-1.446, 4.742, 3.390], [0.670, 4.426, 3.086], [1.952, 0.917, -0.966], [2.950, 1.266, -2.015], [2.516, 0.304, -3.534], [1.151, -0.373, -3.446], [1.224, -1.796, -2.891], [-0.152, -2.449, -2.769], [-1.079, -1.856, -1.294], [-0.132, -0.802, -0.783], [-0.808, -3.227, -0.186], [-1.624, -4.344, -0.294], [-1.490, -5.367, 0.630], [-0.555, -5.260, 1.652], [0.248, -4.134, 1.749], [0.126, -3.101, 0.828], [2.517, 2.884, -2.648], [3.444, 3.580, -3.413], [3.114, 4.838, -3.892], [1.870, 5.387, -3.602], [0.957, 4.685, -2.831], [1.284, 3.428, -2.339], [3.321, -0.422, -3.665], [2.556, 1.016, -4.356], [0.721, -0.404, -4.451], [0.486, 0.235, -2.832], [1.719, -1.793, -1.919], [1.828, -2.411, -3.566], [-0.087, -3.534, -2.683], [-0.774, -2.205, -3.632], [-2.376, -4.402, -1.073], [-2.134, -6.234, 0.570], [-0.467, -6.050, 2.386], [0.961, -4.041, 2.558], [0.715, -2.197, 0.915], [4.415, 3.148, -3.625], [3.829, 5.392, -4.486], [1.617, 6.371, -3.975], [-0.016, 5.103, -2.611], [0.584, 2.874, -1.732], [-2.694, 2.888, -3.295], [-2.011, 2.223, -2.028], [-1.443, 1.781, -1.125], [-1.864, 2.841, -4.183], [-2.960, 4.032, -2.995], [-3.683, 2.249, -3.571], [-1.201, -4.260, 6.170], [-2.108, -3.724, 4.592], [-3.143, -4.508, 4.106], [-3.801, -4.213, 2.991], [-3.429, -3.117, 2.330], [-2.412, -2.269, 2.752], [-1.734, -2.576, 3.922], [-2.042, -1.034, 1.945], [-2.513, -0.940, 0.792], [-1.247, -0.238, 2.492], [-3.446, -5.401, 4.641], [-3.956, -2.885, 1.413], [-0.940, -1.928, 4.270]],
  "mulliken_spin": [3.95, 0.01, 0.00, 0.00, 0.00, 0.01, 0.03, 0.00, 0.00, -0.01, -0.06, 0.00, 0.00, 0.00, 0.00, 0.00, -0.02, 0.00, 0.00, 0.00, 0.00, 0.00, 0.01, -0.09, 0.00, 0.00, 0.00, 0.00, 0.00, 0.01, 0.01, 0.00, 0.00, 0.00, 0.01, -0.05, 0.00, 0.00, 0.00, 0.02, 0.00, 0.00, 0.00, 0.00, 0.00, 0.00, 0.00, 0.00, 0.00, 0.00, 0.00, 0.00, 0.00, 0.02, 0.00, 0.08, 0.01, 0.00, 0.00, 0.00, 0.00, 0.00, 0.00, 0.00, 0.00, 0.00, 0.00, 0.01, 0.00, 0.03, 0.00, 0.00, 0.00]
}